Computed, not measured: the molecule C3H3NS in a non-equilibrium geometry, with ωB97M-V with the def2-TZVPD basis set.

Kohn-Sham gap   0.3379 Eh
E_HOMO   -9.0 eV
DFT total energy   -568.9429 Ha
Relative energy (zero: lowest compared OMol25 entry of this formula, charge and spin)   2.032 eV
SMILES   C#C/C=N/S

Geometry as ORCA input:
```
! wB97M-V def2-TZVPD RIJCOSX def2/J DEFGRID3
* xyz 0 1
C -0.13 0.44 0.00
C 1.28 0.10 -0.07
C 2.44 -0.20 -0.05
H -3.15 -1.15 -0.10
H -0.40 1.52 -0.01
H 3.54 -0.27 0.24
N -0.99 -0.52 0.00
S -2.60 0.07 -0.01
*
```

These are the Mulliken partial charges, in e, on atoms 1 to 6: -0.1572, -0.4609, 0.2484, 0.1661, 0.3576, 0.3433